(1)
147
Properties=species:S:1:pos:R:3:forces:R:3:mulliken_charge:R:1 method="wB97M-V/def2-TZVPD" charge=0 e_tot_ha=-3447.0219 homo_lumo_gap_ev=8.31
S 9.848 -11.884 -10.749 0.4 -1.4 -0.2 -0.30
O 8.066 -10.061 -16.685 -0.1 0.7 0.0 -0.46
O 6.052 -16.364 -12.224 -0.7 -0.5 -0.2 -0.66
O 14.294 -13.388 -9.421 -0.1 -0.1 0.2 -0.69
O 8.546 -7.711 -6.612 -0.7 0.0 0.4 -0.45
O 10.363 -12.257 -9.450 -0.8 0.4 -1.3 -0.21
O 13.288 -8.849 -14.212 -0.1 -0.1 -0.1 -0.59
O 11.557 -17.289 -12.769 -0.6 1.5 0.3 -0.05
O 10.394 -13.006 -11.840 0.5 2.3 1.8 -0.04
O 3.952 -8.860 -12.473 -0.2 0.1 0.2 -0.61
O 9.413 -19.653 -10.951 -0.1 -0.1 0.5 -0.73
O 6.077 -14.481 -7.466 -0.9 -0.7 0.0 -0.46
O 9.649 -11.190 -5.649 -0.2 -0.2 0.0 -0.54
O 8.603 -5.474 -14.189 0.1 0.0 0.4 -0.65
O 10.079 -10.582 -11.277 -0.4 -0.6 0.3 0.12
O 8.299 -12.351 -10.909 1.1 0.5 0.1 0.44
N 4.305 -10.743 -11.284 0.1 0.0 0.9 -0.08
N 10.528 -19.762 -8.990 0.8 -0.9 1.3 -0.27
N 10.272 -6.106 -12.815 0.5 -1.0 1.0 -0.10
N 13.827 -15.456 -8.644 0.5 -1.0 0.7 -0.10
N 14.395 -10.632 -13.383 -0.6 -0.3 0.6 -0.09
N 11.308 -12.536 -4.925 -0.9 0.3 -0.8 -0.06
N 6.629 -18.269 -11.106 -1.1 -0.1 0.6 0.02
C 10.110 -7.548 -12.916 -0.4 0.1 -0.9 -0.16
C 9.636 -14.149 -11.594 -0.7 -1.6 -2.5 0.47
C 13.186 -11.263 -12.869 0.2 -0.4 0.1 -0.30
C 14.320 -9.484 -14.083 0.6 0.6 0.1 0.52
C 9.843 -8.183 -7.001 0.2 -0.9 -0.4 -0.30
C 5.750 -10.741 -11.330 0.1 -0.2 -1.5 -0.78
C 8.580 -10.709 -14.469 -0.3 0.9 -0.4 0.77
C 14.429 -15.246 -7.332 -0.5 0.8 0.2 -1.02
C 8.325 -14.798 -7.470 0.6 -1.7 -1.3 0.54
C 10.926 -21.153 -9.050 0.0 -0.7 0.2 -0.98
C 8.303 -8.461 -8.743 -0.7 0.0 -1.3 -0.16
C 12.148 -17.714 -14.979 -0.9 1.2 -1.0 -0.85
C 15.639 -9.008 -14.682 -0.9 0.0 -0.9 -1.18
C 9.851 -17.595 -9.821 0.4 -1.1 -0.8 1.07
C 12.917 -17.748 -12.803 -0.6 -0.8 -0.3 -0.41
C 7.017 -15.415 -7.967 0.8 0.7 -0.2 0.07
C 9.465 -12.069 -3.410 0.7 -0.8 0.2 -1.36
C 11.059 -17.031 -14.108 1.4 -2.5 -0.8 -0.20
C 5.526 -18.315 -10.161 0.4 -0.6 0.9 -0.98
C 8.198 -13.666 -11.559 -0.7 0.2 1.2 -0.20
C 7.541 -8.328 -7.435 1.3 -0.2 -1.2 -0.34
C 9.663 -8.956 -8.327 -0.4 -0.3 0.2 0.22
C 7.896 -17.678 -13.035 -0.8 0.4 -0.4 -0.35
C 11.970 -12.580 -6.224 1.3 -0.3 0.7 -0.24
C 13.332 -14.891 -10.987 -0.7 0.1 0.9 1.36
C 9.864 -19.109 -9.945 -0.4 0.4 -0.7 0.46
C 9.886 -10.651 -15.250 0.3 -0.1 0.8 -0.03
C 6.525 -14.002 -6.213 0.8 0.2 1.0 -0.56
C 9.829 -3.747 -13.095 0.2 0.0 -0.2 -1.08
C 9.349 -10.653 -16.670 0.6 -2.6 -0.2 -0.54
C 7.659 -9.841 -15.323 0.4 0.8 0.3 -0.62
C 9.503 -5.181 -13.411 -0.5 -0.1 -0.9 0.68
C 13.385 -17.373 -14.203 1.2 -1.3 0.4 -0.51
C 7.977 -14.541 -6.023 -0.3 1.3 -1.3 0.03
C 13.863 -14.511 -9.612 0.3 0.6 -0.7 0.61
C 10.124 -11.884 -4.770 -0.2 0.1 0.3 0.55
C 3.516 -9.769 -11.791 -0.2 0.1 -0.2 0.74
C 2.048 -9.972 -11.445 0.1 0.0 1.0 -1.27
C 6.687 -17.406 -12.142 2.0 1.0 0.5 0.34
H 9.048 -17.237 -10.458 -0.2 0.3 0.4 -0.69
H 9.731 -13.055 -3.017 0.1 0.0 0.0 0.41
H 11.915 -18.766 -15.138 0.4 -0.2 0.5 0.27
H 8.699 -10.230 -13.498 -0.3 -0.7 0.3 -0.22
H 15.066 -16.051 -6.973 0.0 -0.2 -0.4 0.35
H 6.163 -9.754 -11.537 -0.4 0.2 0.3 0.27
H 14.155 -15.133 -11.653 -0.1 0.1 -0.2 0.49
H 12.955 -12.135 -6.061 0.1 0.0 -0.5 0.47
H 7.260 -9.347 -7.143 0.1 0.0 0.6 0.11
H 5.917 -14.308 -5.353 -0.3 -0.3 -0.4 0.33
H 9.177 -7.783 -13.428 0.0 0.2 -0.1 0.05
H 12.130 -13.618 -6.520 -0.1 0.0 0.0 -0.12
H 12.817 -11.933 -13.648 -0.5 0.0 0.2 0.23
H 9.137 -15.527 -7.585 0.1 0.1 0.2 -0.11
H 10.929 -7.920 -13.535 0.0 -0.4 0.3 0.19
H 6.967 -16.437 -7.564 -0.6 0.1 0.2 0.03
H 7.525 -14.259 -10.940 0.3 -0.1 0.2 -0.11
H 3.867 -11.476 -10.754 0.0 0.0 0.1 0.25
H 9.820 -14.651 -12.552 -0.3 -0.8 0.5 -0.17
H 4.708 -17.645 -10.396 0.1 0.0 -0.4 0.34
H 10.385 -8.793 -9.125 0.3 0.2 0.3 0.29
H 12.185 -17.279 -15.982 -0.1 0.1 0.0 0.43
H 10.903 -19.278 -8.192 -0.2 0.5 -0.2 0.21
H 7.989 -16.843 -13.727 -0.1 0.0 0.0 0.42
H 1.421 -9.127 -11.711 0.0 -0.2 -0.6 0.32
H 8.125 -11.701 -14.506 0.3 -0.2 0.6 -0.08
H 10.165 -17.630 -14.237 -0.4 0.5 0.2 0.18
H 10.901 -3.633 -12.933 -0.1 0.2 0.2 0.33
H 13.377 -11.849 -11.968 0.4 0.0 -0.1 0.18
H 15.355 -8.387 -15.532 0.1 0.1 0.1 0.32
H 9.164 -11.710 -16.952 0.0 -0.1 0.4 0.26
H 6.623 -7.763 -7.575 0.2 0.5 0.6 0.41
H 13.470 -17.460 -11.909 0.0 0.7 -0.3 0.27
H 8.007 -15.489 -5.492 0.1 0.3 0.4 0.45
H 9.895 -11.344 -2.719 -0.4 0.2 0.0 0.39
H 15.262 -11.124 -13.285 0.1 0.1 -0.1 0.25
H 10.778 -17.415 -10.380 0.0 0.7 0.2 -0.38
H 6.486 -12.910 -6.232 0.2 0.0 -0.1 0.29
H 8.665 -13.756 -5.719 -0.1 -0.3 0.9 -0.42
H 10.961 -16.022 -14.508 -0.2 0.5 1.1 0.15
H 6.010 -11.319 -12.227 0.5 -0.2 0.3 0.17
H 6.608 -10.026 -15.096 -0.1 -0.5 -0.7 0.31
H 7.770 -9.083 -9.472 0.2 -0.1 0.1 -0.10
H 10.542 -7.353 -7.093 -0.2 0.2 0.1 0.33
H 11.089 -5.880 -12.275 -0.2 0.7 0.0 0.25
H 10.358 -21.635 -9.840 0.3 0.0 -0.2 0.34
H 5.839 -18.094 -9.135 0.2 0.4 -0.1 0.24
H 16.216 -8.392 -13.999 0.2 -0.3 0.1 0.28
H 10.221 -8.910 -6.283 0.0 0.3 0.4 0.05
H 1.922 -10.050 -10.358 0.3 0.1 0.0 0.35
H 9.619 -10.028 -8.121 0.1 0.0 0.1 -0.29
H 10.567 -11.466 -14.984 -0.3 -0.4 -0.5 0.07
H 11.710 -13.020 -4.144 0.0 -0.1 0.0 0.23
H 14.232 -17.986 -14.526 0.0 0.0 0.1 0.38
H 12.598 -15.697 -10.955 0.2 -0.2 0.0 -1.12
H 9.537 -3.144 -13.951 -0.1 0.0 0.1 0.31
H 5.192 -19.350 -10.056 -0.4 0.0 -0.4 0.39
H 10.050 -8.036 -11.945 0.3 0.1 0.1 -0.11
H 1.719 -10.952 -11.791 -0.3 0.3 -0.5 0.33
H 9.925 -14.797 -10.765 0.2 0.5 0.2 -0.32
H 13.694 -16.336 -14.330 -0.3 0.1 0.2 0.23
H 6.223 -11.160 -10.450 -0.3 -0.1 0.1 0.28
H 12.761 -14.014 -11.289 0.3 0.1 -0.5 -0.68
H 13.635 -15.096 -6.599 0.0 -0.1 0.1 0.29
H 12.841 -18.840 -12.691 0.3 0.0 -0.4 0.27
H 9.252 -3.435 -12.225 0.1 0.1 0.1 0.24
H 8.466 -7.501 -9.245 -0.4 0.2 0.2 0.27
H 8.380 -12.068 -3.423 0.0 0.6 -0.3 0.31
H 12.434 -10.542 -12.564 0.0 0.2 -0.4 -0.10
H 8.631 -13.941 -8.073 -0.3 0.3 0.3 -0.28
H 10.106 -10.473 -17.442 -0.5 1.6 -0.1 0.39
H 7.655 -13.570 -12.498 0.6 0.3 -0.3 0.26
H 9.870 -17.206 -8.809 0.0 0.1 0.0 0.27
H 6.893 -15.490 -9.048 0.0 0.1 0.0 0.08
H 10.746 -21.722 -8.132 -0.6 0.5 0.1 0.32
H 10.499 -9.814 -14.903 -0.4 0.5 -0.6 -0.05
H 8.793 -17.734 -12.426 0.1 -0.3 -0.1 -0.25
H 7.743 -18.596 -13.602 0.3 -0.1 0.1 0.42
H 13.760 -16.421 -8.919 -0.3 0.1 -0.3 0.24
H 7.405 -18.888 -10.913 0.0 -0.1 -0.6 0.17
H 12.008 -21.284 -9.143 0.0 0.3 -0.7 0.30
H 11.477 -12.077 -7.047 -0.5 0.2 0.4 -0.07
H 7.765 -8.772 -15.103 0.3 0.0 0.0 0.23
H 16.162 -9.858 -15.121 0.5 0.1 0.4 0.38
H 14.992 -14.315 -7.344 0.1 -0.1 -0.1 0.33

(2)
15
Properties=species:S:1:pos:R:3:forces:R:3:mulliken_charge:R:1 method="wB97M-V/def2-TZVPD" charge=0 smiles="C1=NN2C[C@H]2[C@H]2N[C@H]12" e_tot_ha=-358.6656 homo_lumo_gap_ev=9.43
N 1.384 0.157 -0.437 0.3 2.7 -3.2 -0.24
N 0.747 1.454 -0.408 1.9 -0.4 0.4 -0.47
N -2.084 -0.605 0.073 0.5 -0.9 2.7 -0.54
C -0.762 -0.798 -0.484 -2.5 3.9 -4.4 -0.04
C 1.531 -0.640 0.631 2.8 -2.9 9.4 -0.35
C -1.009 0.266 0.607 0.0 -4.0 0.9 -0.43
C -0.357 1.528 0.183 -1.8 -1.2 1.0 0.05
C 0.574 -1.122 -0.264 3.3 -6.2 -4.2 -0.10
H 1.057 -1.989 -0.926 -1.3 1.9 0.8 0.27
H -0.854 2.458 0.396 0.1 0.6 -0.5 0.47
H 1.080 -0.588 1.730 1.0 1.3 -2.1 0.21
H -0.639 -0.601 1.360 -0.6 3.9 -0.1 0.35
H -2.730 -0.101 -0.468 -0.6 0.4 -1.8 0.28
H 2.572 -1.201 0.905 -2.2 1.3 -1.5 0.25
H -0.682 -0.422 -1.636 -0.9 -0.5 2.5 0.29

(3)
35
Properties=species:S:1:pos:R:3:forces:R:3:mulliken_charge:R:1 method="wB97M-V/def2-TZVPD" charge=0 multiplicity=2 e_tot_ha=-916.4504 homo_lumo_gap_ev="9.74 / 4.54"
O 1.187 -1.798 -0.513 -1.6 3.0 0.6 -0.63
O -0.228 -0.440 -2.954 -1.0 -0.3 3.1 -0.59
O 4.499 1.235 -0.748 -0.5 -0.5 0.4 -0.63
O -0.422 0.061 2.655 0.2 0.6 -0.9 -0.67
O 0.975 -2.642 3.068 0.4 -1.5 1.5 -0.59
O -2.730 0.655 -0.339 -0.7 -2.3 1.9 -0.60
O -1.679 3.232 -1.739 0.3 0.4 -0.7 -0.57
O -2.228 -1.633 2.449 -0.2 -0.9 -2.6 -0.65
O -1.216 -1.313 0.004 0.7 -2.1 -1.0 -0.59
O 2.448 -0.284 1.760 -2.3 -1.1 0.6 -0.63
O 0.411 2.300 -4.565 0.2 -1.1 -0.7 -0.63
O 0.044 1.299 0.395 -1.7 -0.5 -2.1 -0.44
H 2.435 -0.984 1.086 0.5 0.3 0.0 0.34
H 0.121 1.374 -4.623 0.5 0.2 -0.2 0.31
H -0.557 -0.040 -2.092 0.4 0.9 -1.9 0.37
H 3.727 0.647 -0.810 0.3 0.4 -0.2 0.31
H 4.725 1.153 0.189 0.1 0.2 -0.1 0.33
H -1.151 3.866 -1.210 -0.7 -1.1 0.0 0.31
H -0.155 -1.285 -2.464 0.7 -0.4 -1.5 0.32
H -0.200 2.599 -3.913 -0.7 0.9 1.0 0.30
H -0.285 0.353 0.384 1.7 2.3 1.0 0.00
H -1.027 0.353 1.932 0.8 0.3 1.3 0.42
H 0.066 -2.422 2.980 -1.0 0.4 -0.4 0.32
H 0.849 -0.843 -0.275 1.8 -1.8 -1.1 0.36
H 0.594 -2.232 0.097 0.3 -1.3 0.8 0.40
H -2.155 -0.177 -0.338 -1.1 2.2 -0.8 0.35
H 1.545 -0.468 2.218 1.9 1.2 -0.7 0.29
H -2.029 -1.619 1.454 0.3 -0.4 2.2 0.33
H 0.776 1.644 0.909 0.3 -1.4 0.5 0.31
H -1.233 -2.187 -0.486 -0.3 1.0 0.3 0.31
H -3.097 -1.263 2.358 -1.1 0.4 0.9 0.34
H -2.478 1.271 -0.988 0.8 -0.1 -1.4 0.27
H -2.171 2.598 -1.210 0.6 1.5 0.6 0.33
H -0.870 -0.739 2.928 -0.4 0.0 0.6 0.38
H 1.511 -2.270 2.398 0.5 0.6 -0.9 0.25

(4)
57
Properties=species:S:1:pos:R:3:forces:R:3:mulliken_charge:R:1 method="wB97M-V/def2-TZVPD" charge=0 e_tot_ha=-6641.1627 homo_lumo_gap_ev=6.35
Sr 0.637 -0.483 -0.809 -0.5 0.5 -0.6 1.65
Br 7.064 -0.314 3.072 0.1 0.0 0.0 -0.24
Br 1.590 -0.309 4.327 -0.1 0.0 0.0 -0.16
Si -2.511 -0.710 -1.136 0.0 -0.1 -0.1 0.00
O 1.013 2.156 -1.440 0.0 -0.3 -0.1 -0.46
O 1.314 -0.697 1.298 0.0 0.0 0.4 -1.08
N 3.265 -0.866 -0.598 -0.1 -0.1 0.3 -0.32
C -2.739 -3.150 0.366 0.0 0.0 0.0 -0.20
C 2.918 -0.439 3.005 0.5 0.0 0.1 -0.20
C -4.864 -4.200 -1.047 0.0 0.0 0.0 -0.50
C 3.615 -0.700 0.718 0.1 -0.1 0.0 -0.67
C -4.850 2.166 0.872 0.0 0.0 0.0 -0.60
C -4.340 -2.961 -1.388 0.0 0.0 0.0 -0.20
C 5.272 -0.439 2.486 -0.2 0.0 -0.2 -0.19
C -2.668 0.572 1.435 0.1 0.0 0.0 0.04
C -3.264 -2.404 -0.693 0.0 0.0 0.0 0.21
C -0.127 2.512 -2.246 0.0 0.1 0.0 -0.28
C 2.541 -0.612 1.684 -0.1 -0.1 -0.1 1.05
C -4.356 1.291 -0.085 0.0 0.0 -0.1 -0.07
C 2.265 2.326 -2.110 0.0 0.1 0.0 -0.23
C 4.265 -0.353 3.400 -0.1 0.0 0.0 -0.32
C -1.276 2.862 -1.335 0.0 0.1 0.0 -0.81
C 4.971 -0.620 1.109 0.2 0.0 0.2 1.30
C -4.253 2.241 2.123 0.0 0.0 0.0 -0.38
C 4.214 -0.964 -1.496 0.1 0.0 -0.2 -0.46
C -3.159 1.435 2.405 0.0 0.0 0.0 -0.70
C 5.955 -0.721 0.102 0.0 0.0 0.0 -0.75
C -3.251 0.475 0.168 0.0 -0.1 0.0 -0.09
C -3.263 -4.383 0.726 0.0 0.0 0.0 -0.68
C 5.584 -0.897 -1.199 -0.1 0.0 0.0 -0.77
C -4.329 -4.915 0.013 0.0 0.0 0.0 -0.37
C 3.361 2.465 -1.080 0.0 0.1 0.0 -1.02
H 0.150 3.366 -2.871 0.0 0.0 0.0 0.41
H 2.218 3.230 -2.723 0.0 0.0 0.0 0.43
H -4.638 2.921 2.872 0.0 0.0 0.0 0.39
H 2.444 1.484 -2.796 0.0 0.0 0.0 0.19
H 6.314 -0.984 -1.990 0.0 0.0 0.0 0.42
H -1.404 2.121 -0.546 0.0 0.0 0.0 -0.06
H -5.707 2.787 0.645 0.0 0.0 0.0 0.37
H -2.210 2.888 -1.896 0.0 0.0 0.0 0.39
H -4.738 -5.880 0.284 0.0 0.0 0.0 0.36
H -3.306 -0.345 -2.364 0.0 0.0 0.0 -0.34
H -1.901 -2.758 0.937 0.0 0.0 0.0 0.26
H 3.204 3.367 -0.489 0.0 0.0 0.0 0.36
H -2.837 -4.929 1.558 0.0 0.0 0.0 0.37
H 4.491 -0.216 4.448 0.0 0.0 0.0 0.43
H 3.898 -1.100 -2.527 0.0 0.0 0.0 0.46
H -1.117 3.832 -0.865 0.0 0.0 0.0 0.38
H 6.998 -0.660 0.380 0.0 0.0 0.0 0.33
H 3.390 1.620 -0.397 0.0 0.0 0.0 0.12
H -0.381 1.680 -2.917 0.0 0.0 0.0 0.23
H -4.839 1.242 -1.055 0.0 0.0 0.0 0.36
H 4.332 2.535 -1.570 0.0 0.0 0.0 0.37
H -2.684 1.481 3.376 0.0 0.0 0.0 0.40
H -4.779 -2.411 -2.213 0.0 0.0 0.0 0.32
H -1.799 -0.035 1.683 0.0 0.0 0.0 0.18
H -5.698 -4.605 -1.607 0.0 0.0 0.0 0.37

(5)
13
Properties=species:S:1:pos:R:3:forces:R:3:mulliken_charge:R:1 method="wB97M-V/def2-TZVPD" charge=0 smiles="C=CC(=C)C" e_tot_ha=-195.2343 homo_lumo_gap_ev=10.20
C 0.273 1.448 -0.528 -0.2 -0.4 1.6 -0.85
C 1.524 -0.680 -0.781 -0.9 -0.6 -0.1 -1.13
C 0.360 0.140 -0.279 0.5 0.2 -0.4 0.66
C -1.554 -0.211 1.324 1.0 -1.1 0.2 -0.71
C -0.744 -0.646 0.362 -0.7 1.7 -2.3 -0.32
H -0.639 1.899 -0.162 0.0 0.6 -0.3 0.34
H 1.038 -1.441 -1.400 0.2 -0.5 0.3 0.28
H 2.038 -1.157 0.062 0.2 0.0 -0.5 0.27
H -2.212 -1.012 1.642 -0.9 0.9 0.3 0.28
H -1.367 0.719 1.843 -0.1 -0.2 0.5 0.30
H 2.168 -0.207 -1.518 0.3 0.5 0.6 0.36
H 1.164 2.045 -0.691 -0.3 0.0 -0.7 0.29
H -1.219 -1.313 -0.369 0.7 -1.1 0.8 0.23

(6)
70
Properties=species:S:1:pos:R:3:forces:R:3:mulliken_charge:R:1 method="wB97M-V/def2-TZVPD" charge=0 multiplicity=3 e_tot_ha=-2219.5315 homo_lumo_gap_ev="7.71 / 6.97"
Pt -0.014 0.879 -0.930 0.0 0.2 0.2 0.81
Te 2.391 -0.347 -1.004 0.0 -0.1 0.1 0.41
Si -0.233 3.778 -1.972 -0.1 0.0 0.0 0.30
F -2.753 2.294 5.696 0.0 0.0 0.0 -0.36
O 0.677 -2.353 0.106 0.1 -0.1 0.0 -0.66
O -0.570 0.677 1.504 0.0 -0.1 0.0 -0.96
O -0.875 -1.100 -0.935 0.3 0.0 0.1 -0.81
N -2.632 -2.502 3.021 0.0 0.1 0.0 0.09
C -3.267 -3.713 3.567 0.0 0.0 0.0 -0.23
C -3.382 -1.177 4.920 0.0 0.0 0.0 1.11
C 4.322 2.674 -3.539 0.0 0.0 0.0 -0.56
C 2.282 -1.632 -2.671 0.0 0.0 0.0 0.62
C 5.078 0.927 -1.520 0.0 0.1 0.0 -0.57
C -4.505 -3.321 4.360 0.0 0.0 0.0 -1.05
C 1.806 -1.183 -3.894 0.0 0.0 0.0 -0.13
C -1.980 1.028 3.878 0.0 0.0 0.0 -1.07
C 5.651 2.605 -3.144 0.0 0.0 0.0 -0.48
C -1.951 -0.201 3.206 0.0 0.1 0.0 0.21
C -1.174 2.590 -0.880 0.1 0.0 -0.1 -1.16
C 2.660 -3.810 -3.607 0.0 0.0 0.0 -0.59
C -0.045 2.978 -3.672 0.0 0.0 -0.1 -0.94
C 3.746 0.993 -1.918 0.0 -0.1 0.0 0.17
C -2.698 1.123 5.031 0.0 0.0 0.0 0.12
C -0.376 -1.729 0.077 -0.6 -0.1 -0.1 -0.29
C -1.187 -0.303 1.960 -0.1 0.1 -0.1 1.66
C 2.701 -2.947 -2.520 0.0 0.0 0.0 -0.50
C -2.650 -1.302 3.716 0.0 0.0 0.0 -0.45
C -4.140 -2.353 5.476 0.0 0.0 0.0 -1.10
C -1.149 5.384 -2.283 -0.1 0.1 0.0 -1.09
C 1.774 -2.047 -4.979 0.0 0.0 0.0 -0.70
C 6.028 1.734 -2.133 0.0 0.0 0.0 -0.58
C -2.259 -4.521 4.377 0.0 0.0 0.0 -1.36
C -3.397 0.040 5.558 0.0 0.0 0.0 -0.71
C 3.371 1.872 -2.924 0.0 0.1 0.0 0.38
C -1.206 -1.594 1.330 0.2 0.1 0.0 0.29
C -1.913 -2.607 1.878 0.1 -0.1 0.1 -0.05
C 2.204 -3.359 -4.836 0.0 0.0 0.0 -0.41
C 1.398 4.218 -1.153 0.1 0.0 0.0 -0.95
H 5.379 0.246 -0.734 0.0 0.0 0.0 0.35
H -0.910 3.240 -4.285 0.0 0.0 0.0 0.41
H 2.334 1.942 -3.222 0.0 0.0 0.0 -0.09
H -2.160 2.351 -1.291 0.0 0.0 0.0 0.56
H -4.967 -4.223 4.763 0.0 0.0 0.0 0.43
H -1.440 -4.860 3.743 0.0 0.0 0.0 0.39
H 7.063 1.678 -1.821 0.0 0.0 0.0 0.39
H 1.255 5.102 -0.526 0.0 0.0 0.0 0.39
H -1.439 1.869 3.466 0.0 0.0 0.0 0.59
H -3.532 -2.863 6.227 0.0 0.0 0.0 0.35
H -1.936 -3.587 1.415 0.0 0.0 0.0 0.50
H -3.580 -4.299 2.702 0.0 0.0 0.0 0.49
H -1.321 5.940 -1.359 0.0 0.0 0.0 0.30
H 1.451 -0.166 -4.007 0.0 0.0 0.0 0.18
H 4.022 3.357 -4.325 0.0 0.0 0.0 0.42
H 1.761 3.414 -0.510 0.0 0.0 0.0 0.25
H 2.188 4.447 -1.871 0.0 0.0 0.0 0.29
H -5.035 -2.001 5.989 0.0 0.0 0.0 0.46
H -2.739 -5.397 4.815 0.0 0.0 0.0 0.38
H -5.225 -2.852 3.686 0.0 0.0 0.0 0.36
H 2.175 -4.033 -5.683 0.0 0.0 0.0 0.38
H 2.985 -4.836 -3.489 0.0 0.0 0.0 0.37
H 0.845 3.326 -4.202 0.0 0.0 0.0 0.30
H -0.563 6.021 -2.953 0.0 0.0 0.0 0.29
H 3.040 -3.302 -1.555 0.0 0.0 0.0 0.38
H 1.404 -1.696 -5.933 0.0 0.0 0.0 0.40
H -0.004 1.885 -3.623 0.0 0.0 0.0 0.13
H 6.391 3.232 -3.623 0.0 0.0 0.0 0.38
H -1.273 2.920 0.156 -0.1 0.0 0.0 0.39
H -2.117 5.202 -2.755 0.0 0.0 0.0 0.31
H -1.828 -3.921 5.180 0.0 0.0 0.0 0.36
H -3.957 0.171 6.476 0.0 0.0 0.0 0.52